The following is a DFT calculation (ωB97M-V/def2-TZVPD) of a structure of composition C39H49Cl2GeO5RuS2Si.

expectation value of S² = 8.77
HOMO-LUMO gap (alpha / beta) = 8.7 / 6.2 eV
LUMO energy (alpha / beta) = 0.017 / -0.082 hartree
strongest force on any atom = 0.025 Eh/bohr
calculated total energy = -165171.43884 eV
multiplicity = 6
total charge = 0

The geometry in XYZ format:
```
100
C39H49Cl2GeO5RuS2Si ωB97M-V/def2-TZVPD
Ru -0.512 -0.432 0.755
Cl -2.544 -2.071 0.783
C -3.954 -1.063 0.900
C -5.171 -1.701 1.071
C -6.326 -0.955 1.210
C -6.260 0.428 1.181
C -5.040 1.054 1.013
Cl -4.987 2.775 1.041
C -3.840 0.332 0.861
S -2.340 1.203 0.709
H -5.199 -2.781 1.107
H -7.274 -1.452 1.357
H -7.154 1.023 1.299
C -2.452 -0.308 4.034
C -1.071 0.157 4.478
C -1.148 1.614 4.926
C -0.552 -0.741 5.598
O -0.195 0.039 3.323
Si 1.430 0.310 3.250
S 1.647 0.616 1.144
O 2.345 -0.863 3.885
C 2.572 -2.263 3.680
C 2.612 -2.889 5.072
C 1.474 -2.891 2.831
C 3.926 -2.397 2.987
O 1.766 1.638 4.098
C 2.996 2.236 4.531
C 4.121 1.901 3.556
C 2.737 3.736 4.583
C 3.318 1.694 5.923
H -3.125 -0.348 4.890
H -2.390 -1.300 3.583
H -2.864 0.387 3.306
H -1.944 1.729 5.662
H -1.363 2.251 4.068
H -0.205 1.936 5.357
H -1.161 -0.618 6.493
H 0.483 -0.488 5.830
H -0.600 -1.785 5.284
H 1.639 -2.809 5.555
H 3.346 -2.370 5.687
H 2.888 -3.941 5.009
H 0.503 -2.787 3.319
H 1.675 -3.951 2.682
H 1.427 -2.414 1.850
H 4.701 -1.941 3.603
H 3.894 -1.882 2.027
H 4.176 -3.444 2.824
H 3.842 2.211 2.549
H 4.282 0.823 3.546
H 5.045 2.400 3.843
H 2.496 4.107 3.588
H 3.615 4.264 4.955
H 1.897 3.943 5.246
H 3.406 0.609 5.877
H 2.523 1.954 6.622
H 4.255 2.117 6.283
O 0.752 -2.202 -0.362
C 0.665 -1.462 -1.368
O -0.368 -0.751 -1.573
C 1.785 -1.391 -2.394
C 1.817 -0.085 -3.210
Ge 0.201 0.164 -4.401
C -0.018 -1.618 -5.253
C 0.576 -1.953 -6.469
C 0.436 -3.226 -7.005
C -0.285 -4.194 -6.322
C -0.869 -3.883 -5.103
C -0.734 -2.607 -4.577
C 0.836 1.615 -5.623
C 1.361 2.754 -5.016
C 1.807 3.830 -5.769
C 1.752 3.772 -7.153
C 1.223 2.651 -7.773
C 0.753 1.588 -7.012
C -1.621 0.825 -3.962
C -2.738 0.073 -4.313
C -4.016 0.518 -4.003
C -4.190 1.738 -3.368
C -3.082 2.503 -3.036
C -1.805 2.042 -3.320
H 1.641 -2.238 -3.072
H 2.713 -1.540 -1.840
H 2.671 -0.098 -3.889
H 1.926 0.758 -2.526
H 1.162 -1.216 -7.002
H 0.895 -3.465 -7.955
H -0.388 -5.189 -6.734
H -1.426 -4.634 -4.558
H -1.186 -2.371 -3.620
H 1.422 2.802 -3.934
H 2.200 4.710 -5.275
H 2.110 4.603 -7.748
H 1.172 2.602 -8.854
H 0.315 0.733 -7.511
H -2.611 -0.867 -4.835
H -4.875 -0.086 -4.267
H -5.188 2.091 -3.137
H -3.214 3.457 -2.544
H -0.946 2.640 -3.038
```